Here is 11 unconnected molecules or ions with the total composition C6H31NO14P from OMol25. Energies are from wB97M-V/def2-TZVPD.

```
53
Properties=species:S:1:pos:R:3:mulliken_charge:R:1
C -1.755 3.078 1.119 -1.38
C -2.241 2.912 -0.322 0.85
C -2.764 4.268 -0.854 -1.35
C -1.187 2.297 -1.288 -0.36
C 0.209 2.060 -0.718 -0.62
O 1.117 2.076 -1.977 -0.29
C 2.278 2.567 -1.798 0.70
N 3.327 3.037 -1.655 -0.66
P 0.560 0.488 -0.014 0.81
O 1.683 0.411 0.953 -0.84
O -0.792 -0.091 0.681 -0.16
O 0.909 -0.605 -1.190 -0.36
H -0.869 3.711 1.145 0.30
H -2.535 3.570 1.708 0.52
H -1.525 2.119 1.579 0.09
H -3.094 2.229 -0.322 0.10
H -2.045 4.736 -1.527 0.31
H -2.938 4.970 -0.035 0.34
H -3.710 4.154 -1.388 0.31
H -1.620 1.410 -1.769 0.25
H -1.024 3.000 -2.107 0.26
H -0.552 -0.935 1.097 0.16
H 1.649 -1.133 -0.852 0.21
O 3.545 -0.995 -1.796 -0.71
H 4.445 -0.736 -1.546 0.36
H 3.114 -0.163 -2.030 0.28
O 6.385 -1.153 -2.175 -0.61
H 7.215 -0.802 -2.509 0.29
H 6.048 -1.713 -2.882 0.32
O -2.391 -0.806 3.331 -0.69
H -2.696 -1.630 2.936 0.32
H -2.065 -0.305 2.573 0.35
O 4.322 -2.004 1.062 -0.65
H 4.195 -1.064 1.238 0.34
H 4.059 -2.091 0.139 0.32
O -0.717 3.125 -4.713 -0.64
H -0.076 2.648 -4.170 0.32
H -0.198 3.760 -5.213 0.30
O -0.706 -2.942 1.702 -0.59
H 0.193 -2.919 2.051 0.31
H -0.711 -3.686 1.091 0.27
O -0.718 -3.696 4.824 -0.67
H 0.166 -3.408 5.071 0.30
H -1.141 -2.904 4.467 0.35
O -0.775 -2.241 -3.024 -0.65
H -0.240 -1.699 -2.422 0.38
H -0.372 -3.112 -2.982 0.28
O -3.137 -0.613 -1.246 -0.62
H -2.215 -0.520 -0.974 0.22
H -3.120 -1.342 -1.876 0.30
O -2.216 -5.853 6.208 -0.64
H -1.532 -6.239 6.761 0.29
H -1.743 -5.228 5.639 0.36
```

## Properties
net charge	-1
HOMO-LUMO gap	6.22	eV
HOMO	-4.17	eV
electronic energy	-46171.886	eV
F_max	0.0255	hartree/bohr
LUMO level	2.0	eV